# 1
The following is a DFT calculation (the ωB97M-V functional and the def2-TZVPD basis) of C35H51FNO2PdSi2 as an isolated structure in a non-equilibrium geometry.

## Properties
F_max: 3.6 eV Å⁻¹
molecular weight: 699.388 g mol⁻¹
HOMO level (spin up / spin down): -0.1680 / -0.1663 Ha
calculated total energy: -64660.894 eV
spin multiplicity: 3
ΔE to the lowest compared entry with this formula, charge and spin: 30.1 kcal/mol
net charge: -1
HOMO-LUMO gap (spin up / spin down): 7.35 / 5.64 eV

Each line ends with the Löwdin spin population.
Element x y z (Å)
Pd: 0.98778 -0.48144 -0.59127  1.22
C: -2.90376 -4.34063 0.90969  0.00
C: -2.67319 -2.87227 0.43362  0.00
C: -1.70729 -2.96217 -0.69246  0.00
C: -2.32150 -1.90368 1.62404  0.00
C: -3.34825 -1.63551 2.48200  0.00
C: -3.11090 -0.83315 3.61455  0.00
C: -1.88516 -0.14804 3.76098  0.00
C: -0.90155 -0.24987 2.75644  0.01
C: 0.43030 0.47354 2.95221  0.00
C: 0.38119 1.95348 3.35571  0.00
C: 1.41963 -0.28794 3.83667  0.00
C: -1.09055 -1.23854 1.73027  0.01
N: 0.06451 -1.58525 1.01469  0.13
C: 0.59641 -2.66646 1.58931  0.00
C: 0.10231 -3.49817 2.68231  0.03
C: 0.74154 -4.57098 3.22658  0.00
C: 1.97368 -5.01893 2.71798  0.04
C: 2.51428 -4.18620 1.74581  0.00
C: 1.90031 -3.08874 1.20140  0.03
F: 2.52528 -2.49408 0.23666  0.05
H: -3.67789 -4.89611 0.36069  0.00
H: -3.26724 -4.30066 1.90354  0.00
H: -1.94447 -4.89475 1.01956  0.00
H: -3.64139 -2.39713 0.15814  0.00
H: -0.86637 -3.48619 -0.41287  0.00
H: -1.43280 -1.97027 -1.06572  0.00
H: -2.28004 -3.41116 -1.50645  0.00
H: -4.24042 -2.20173 2.29962  0.00
H: -3.85911 -0.65056 4.42866  0.00
H: -1.65422 0.43966 4.66928  0.00
H: 0.84177 0.57683 1.98434  0.00
H: 0.26699 2.10412 4.44327  0.00
H: -0.45473 2.43596 2.81882  0.00
H: 1.36020 2.37717 3.00548  0.00
H: 0.94161 -0.46322 4.79194  0.00
H: 2.39092 0.16730 4.08981  0.00
H: 1.66223 -1.22231 3.31387  0.00
H: -0.84309 -3.09266 3.09455  0.00
H: 0.16947 -5.00533 4.05161  0.00
H: 2.44582 -5.96662 2.96107  0.00
H: 3.52361 -4.40242 1.37711  0.00
C: 1.28781 -2.51137 -3.13991  0.02
Si: 1.80427 -0.71555 -3.57666  0.05
C: 3.37714 -0.82529 -4.76594  0.01
C: 0.30721 -0.08382 -4.55365  0.00
C: 2.10984 0.36245 -2.08412  0.16
Si: 3.79056 0.94561 -1.40894  0.04
C: 5.14886 -0.41189 -1.14715  0.00
C: 3.53504 1.56456 0.28674  0.01
C: 4.40584 2.30565 -2.57788  0.01
H: 0.58222 -3.04452 -3.83490  0.00
H: 0.82487 -2.71522 -2.15088  0.01
H: 2.15735 -3.12888 -2.91806  0.00
H: 3.51515 -1.58830 -5.50087  0.00
H: 4.29177 -0.59755 -4.15466  0.00
H: 3.23066 0.12058 -5.35025  0.00
H: 0.40799 -0.80464 -5.37619  0.00
H: 0.38980 1.00373 -4.75702  0.00
H: -0.65171 -0.28916 -4.09930  0.00
H: 1.66631 1.40646 -2.16276  0.01
H: 5.29087 -0.50848 -0.09280  0.00
H: 6.18784 -0.13600 -1.44647  0.00
H: 4.84275 -1.37210 -1.60570  0.00
H: 3.65676 0.65527 0.86612  0.00
H: 2.60860 2.07714 0.51523  0.00
H: 4.31759 2.25191 0.55475  0.00
H: 4.89163 1.83127 -3.48939  0.00
H: 5.29551 2.80482 -2.04885  0.00
H: 3.70836 3.08351 -2.86839  0.00
C: -4.87469 5.83156 -0.33918  0.00
C: -3.97238 4.69296 -0.52731  0.00
C: -2.84283 4.89628 -1.37616  0.00
C: -1.85314 3.88868 -1.53490  0.00
C: -0.56667 4.12879 -2.30750  0.00
C: -1.94464 2.72626 -0.82064  0.01
C: -3.11248 2.52157 -0.05286  0.00
C: -3.29156 1.17274 0.64874  0.00
C: -4.09967 3.47651 0.04068  0.00
C: -0.86747 1.67837 -0.77386  0.00
O: 0.03474 1.74161 0.12133  0.08
O: -1.00996 0.78522 -1.61715  0.06
H: -4.33944 6.52225 0.24922  0.00
H: -5.80097 5.62498 0.18309  0.00
H: -5.22893 6.36540 -1.23235  0.00
H: -2.77224 5.81356 -1.93695  0.00
H: -0.44991 3.34277 -3.10796  0.00
H: 0.24989 4.00140 -1.69231  0.00
H: -0.62786 5.12775 -2.73310  0.00
H: -4.23803 0.75765 0.48202  0.00
H: -3.14160 1.27315 1.76013  0.00
H: -2.47565 0.57605 0.30880  0.00
H: -4.89134 3.26937 0.77266  0.00

---

# 2
The following is a DFT calculation (the ωB97M-V functional and the def2-TZVPD basis) of one molecule with the formula C23H25N3O2 in a non-equilibrium geometry.

## Properties
F_max: 1.2 eV Å⁻¹
molecular weight: 375.472 g mol⁻¹
HOMO level: -0.2822 Ha
calculated total energy: -32821.539 eV
ΔE to the lowest compared entry with this formula, charge and spin: 55.1 kcal/mol
HOMO-LUMO gap: 7.37 eV

Each line ends with the Mulliken charge.
Element x y z (Å)
C: -7.57646 -1.41587 -0.27179  -1.10
C: -7.31412 0.08359 -0.27661  -0.26
H: -7.55610 0.51365 0.70146  0.32
H: -7.89221 0.58221 -1.05733  0.31
O: -5.95350 0.37330 -0.58552  -0.34
C: -5.07361 0.31441 0.42178  0.43
O: -5.36389 0.05536 1.56637  -0.65
C: -3.69986 0.62405 -0.03708  0.14
C: -2.70895 0.64556 0.89783  -0.14
C: -1.31671 0.91534 0.75507  1.50
C: -0.47174 0.71013 1.85922  -1.31
C: 0.88155 0.90260 1.77686  -0.37
C: 1.48614 1.32671 0.57741  1.56
N: 2.83285 1.49665 0.50428  0.21
C: 3.74381 0.81402 1.39713  -0.75
H: 3.23698 -0.05282 1.82119  0.50
C: 4.99477 0.34751 0.60969  -1.14
N: 4.73963 0.00519 -0.76550  0.25
C: 4.21634 -1.32370 -1.03719  -1.95
C: 2.79700 -1.61014 -0.59834  1.08
C: 1.72041 -1.35124 -1.43714  -0.28
C: 0.42271 -1.59950 -1.02454  -0.66
C: 0.18316 -2.11817 0.23494  -0.32
C: 1.24817 -2.40075 1.07311  -0.84
C: 2.54347 -2.15264 0.65670  -0.32
H: 3.37224 -2.40081 1.30698  0.40
H: 1.06956 -2.82331 2.05131  0.42
H: -0.82852 -2.31251 0.55762  0.46
H: -0.40190 -1.39129 -1.68973  0.47
H: 1.89330 -0.96937 -2.43361  0.44
H: 4.89381 -2.03003 -0.54753  0.49
H: 4.29933 -1.47650 -2.11759  0.46
C: 4.15347 1.10482 -1.51696  -0.46
C: 3.50917 2.14832 -0.58830  -1.14
H: 4.28614 2.79137 -0.15873  0.38
H: 2.82408 2.78789 -1.14116  0.48
H: 3.40216 0.71642 -2.20508  0.19
H: 4.94165 1.59009 -2.10985  0.37
H: 5.74598 1.14495 0.60880  0.34
H: 5.43311 -0.51621 1.11203  0.41
H: 4.05620 1.47679 2.21691  0.46
C: 0.63350 1.58474 -0.51207  -0.71
C: -0.71854 1.37854 -0.42737  -1.55
H: -1.33201 1.57288 -1.29189  0.36
H: 1.03809 1.91992 -1.45352  0.24
H: 1.48448 0.74707 2.65744  0.47
H: -0.90317 0.38612 2.79557  0.39
H: -3.04266 0.40345 1.90212  0.48
C: -3.54783 0.83782 -1.41689  -0.11
N: -3.45826 0.98351 -2.55367  -0.61
H: -8.63394 -1.60069 -0.10560  0.38
H: -7.28307 -1.84962 -1.22487  0.30
H: -7.00621 -1.88981 0.52365  0.31

---

> Look up the molecular weight of the second one.

375.472 g mol⁻¹

---

> F_max of number 1 (C35H51FNO2PdSi2)?

3.6 eV Å⁻¹

---

> Which of these has the lowest ΔE to the lowest compared entry with this formula, charge and spin?

C35H51FNO2PdSi2